{
  "formula": "C17H48N4O5",
  "method": "wB97M-V/def2-TZVPD",
  "species": ["C", "O", "H", "H", "H", "H", "C", "C", "C", "O", "C", "N", "H", "H", "H", "H", "H", "H", "H", "H", "H", "H", "H", "C", "C", "C", "O", "C", "N", "H", "H", "H", "H", "H", "H", "H", "H", "H", "H", "H", "C", "C", "C", "O", "C", "N", "H", "H", "H", "H", "H", "H", "H", "H", "H", "H", "H", "C", "C", "C", "O", "C", "N", "H", "H", "H", "H", "H", "H", "H", "H", "H", "H", "H"],
  "xyz": [[-2.50153, -1.80742, 0.27877], [-1.43461, -1.13949, 0.89610], [-2.22356, -2.76021, -0.26652], [-3.26339, -2.14014, 1.04173], [-3.00694, -1.19621, -0.42598], [-0.65608, -1.02880, 0.29015], [-2.71390, -4.47969, 6.32290], [-1.28418, -4.05682, 6.56960], [-0.82835, -2.91384, 5.58792], [0.54514, -2.78037, 5.78431], [1.22944, -1.71295, 5.08651], [-1.23460, -3.57619, 7.91926], [-2.69886, -4.85183, 5.27702], [-3.28573, -3.55381, 6.37269], [-3.11675, -5.23707, 6.96393], [-0.67738, -4.91995, 6.48156], [-1.33969, -1.96531, 5.81896], [-1.06410, -3.20948, 4.56632], [0.82652, -1.48088, 4.08823], [2.28639, -2.08307, 4.88407], [1.22261, -0.76541, 5.69640], [-0.36378, -3.28308, 8.24606], [-1.87330, -2.75743, 7.97719], [-1.03592, 3.20358, -4.97632], [-1.07346, 1.70945, -4.84872], [0.28406, 1.14603, -5.03354], [0.24881, -0.28867, -4.90271], [1.57880, -0.89221, -5.10702], [-1.62404, 1.43053, -3.45526], [-0.61973, 3.72629, -4.10090], [-2.03669, 3.59176, -5.09021], [-0.58979, 3.47817, -5.93543], [-1.72419, 1.26245, -5.59391], [0.86743, 1.48623, -4.17351], [0.87923, 1.41470, -5.96281], [2.04999, -0.66048, -6.12596], [1.49513, -2.00571, -5.00626], [2.33141, -0.51887, -4.30804], [-2.63741, 1.52391, -3.47914], [-1.57660, 0.48147, -3.16112], [3.03608, 0.08131, 0.04176], [2.17684, -0.34001, -1.12821], [2.47216, -1.77240, -1.51834], [3.68019, -1.85525, -2.21113], [4.00737, -3.14798, -2.56318], [0.75366, -0.19918, -0.81852], [2.66506, -0.45658, 0.96892], [2.93554, 1.14153, 0.19334], [4.06878, -0.17131, -0.06227], [2.51088, 0.25619, -2.06421], [1.67402, -2.11699, -2.14275], [2.43835, -2.44240, -0.59759], [4.95135, -3.09769, -3.09780], [3.26043, -3.56446, -3.29725], [4.19303, -3.77835, -1.64894], [0.32401, 0.08188, -1.68751], [0.65587, 0.55078, -0.16225], [-1.70043, 5.23988, -1.13633], [-0.35238, 4.65096, -0.67965], [-0.50119, 3.33839, 0.14651], [-1.44527, 3.55299, 1.18156], [-1.66049, 2.31249, 1.78603], [0.58372, 4.44931, -1.81240], [-2.49788, 5.49416, -0.42257], [-2.16577, 4.51620, -1.88138], [-1.52015, 6.09036, -1.78331], [0.12427, 5.34668, 0.01847], [0.42314, 2.97560, 0.55135], [-0.84480, 2.53571, -0.51783], [-0.67639, 1.84150, 1.98692], [-2.30293, 1.71874, 1.18042], [-2.31176, 2.49980, 2.71061], [1.51832, 4.30669, -1.51064], [0.16603, 3.57231, -2.21822]],
  "atomic_forces_ev_per_a": [[-0.2240, -2.0355, 0.4613], [0.7584, 0.0495, -0.0509], [0.0794, 0.8991, 0.5468], [0.9129, 0.5514, -0.5127], [-0.5858, 0.7821, -0.7743], [-0.8728, -0.3063, 0.3090], [0.5911, 0.6807, -2.1385], [-0.5923, 1.5862, 0.1466], [-0.4291, -1.1141, 0.3365], [1.3559, 0.7493, -0.5536], [0.6127, -0.3937, 0.2453], [-2.2626, 0.4743, 0.7518], [-0.6345, 0.1449, 0.4479], [-0.6007, -0.1903, -0.0574], [0.0708, -0.2513, 0.5454], [1.0910, -0.6666, -0.2762], [-0.2015, -0.2384, 0.0449], [0.0401, 0.1185, -0.3989], [-0.3385, -0.2394, 0.3156], [-1.2351, 0.6032, 0.6123], [0.1204, -0.9180, -0.5025], [1.7635, 0.4700, 0.2526], [0.6370, -0.8054, 0.1964], [-0.3854, 0.7157, -0.6126], [-1.1018, -0.3194, 1.1037], [1.9552, -1.3198, 0.5617], [1.5024, -0.5667, -0.7652], [0.4179, 0.5948, 0.5054], [0.0182, 0.6297, -0.7817], [0.2666, -0.3424, -0.5924], [-0.5887, 0.0513, 0.2206], [0.5064, 0.1808, 0.2719], [-0.2320, 0.0115, -0.2925], [0.4097, 0.4036, 0.0375], [-1.1891, 0.0213, 0.7640], [-0.9534, -0.1294, 1.2096], [-0.1914, 1.1108, -0.0675], [-1.2217, -0.5163, -1.1373], [0.0834, 0.6634, -0.1646], [0.7733, -1.1620, -0.2036], [-1.2330, -0.6904, 1.2243], [1.4364, 0.2176, -1.2801], [-0.4091, -0.6449, 1.2618], [0.0957, 1.0139, 0.4302], [0.3299, -1.1227, -0.3640], [0.5779, -0.2961, -0.5184], [0.3297, 0.6175, -0.8791], [0.0823, 0.5486, 0.2577], [0.6571, -0.1378, -0.3405], [-0.6864, -0.5053, 1.3473], [-0.7516, -0.3747, -0.6495], [0.2866, 0.6399, -0.8032], [0.1633, -0.0060, -0.0667], [0.4230, -0.0428, 0.9598], [-0.5668, 0.2027, -0.8674], [-0.6028, 0.1405, 0.0153], [-0.2581, 0.6061, 0.2338], [-0.4334, -1.3091, -1.7992], [0.5509, 0.0549, 1.4735], [-1.4397, 1.2735, -1.0871], [0.6996, 0.0898, -0.5237], [-0.9785, 0.7327, 2.1961], [-3.0290, -0.9349, -0.5093], [0.8069, -0.2874, 0.1976], [0.3780, 0.4484, 0.9331], [0.2458, 0.4445, 0.1674], [-0.0783, 0.2253, -0.1208], [0.9864, 0.1240, 0.4114], [-0.2927, -0.0447, -0.2288], [-0.7468, -0.1807, 0.2976], [-0.1345, -0.9956, -0.8435], [1.3946, -0.3048, -0.8619], [0.7369, -0.4056, 0.3588], [1.3336, 0.9265, -0.0271]],
  "lumo_ev": 0.6,
  "total_charge": 0,
  "relative_energy_ev": 1.837,
  "total_energy_ev": -34601.5018,
  "smiles": "COC[C@H](C)N.COC[C@H](C)N.COC[C@H](C)N.COC[C@H](C)N.CO"
}